Record 1
Here is a cluster of 2 separate species, C9H14O in total from OMol25. Energies are from the ωB97M-V functional and the def2-TZVPD basis.

Values from the calculation:
- Kohn-Sham gap: 9.6264 eV
- E: -426.47875 hartree
- E_LUMO: 0.0308 hartree
- SMILES: Cc1ccccc1.CCO
- ΔE to the lowest compared entry with this formula, charge and spin: 59.0 kcal/mol
- Net charge: 0

Last column: natural (NBO) charge in e.
Geometry (Å):
C 1.594 -2.428 1.043  -0.647
C 1.367 -1.020 0.960  -0.055
C 2.258 -0.335 0.078  -0.191
C 2.065 1.065 0.003  -0.220
C 1.234 1.667 0.902  -0.237
C 0.546 1.028 1.999  -0.188
C 0.622 -0.355 1.936  -0.204
H 1.820 -2.997 2.058  0.220
H 2.310 -2.948 0.406  0.226
H 0.655 -3.030 0.965  0.223
H 2.952 -0.906 -0.563  0.216
H 2.552 1.562 -0.909  0.221
H 1.142 2.745 0.670  0.212
H 0.185 1.487 2.900  0.222
H 0.212 -0.863 2.711  0.202
C -2.139 1.581 -1.480  -0.638
C -2.237 0.021 -2.017  -0.046
O -3.500 -0.581 -1.910  -0.742
H -1.932 2.171 -2.374  0.211
H -1.286 1.627 -0.945  0.206
H -3.003 1.778 -0.856  0.209
H -1.955 -0.101 -3.128  0.181
H -1.507 -0.602 -1.358  0.149
H -3.954 -0.568 -1.093  0.471


Record 2
Here is a cluster of 2 separate species, C9H14O in total from OMol25. Energies are from the ωB97M-V functional and the def2-TZVPD basis.

Values from the calculation:
- Kohn-Sham gap: 9.2704 eV
- E: -426.54218 hartree
- E_LUMO: 0.0308 hartree
- SMILES: Cc1ccc(O)cc1.CC
- ΔE to the lowest compared entry with this formula, charge and spin: 19.2 kcal/mol
- Net charge: 0

Last column: natural (NBO) charge in e.
Geometry (Å):
C -2.106 -1.838 -2.403  -0.642
C -0.896 -1.217 -1.842  -0.068
C -0.320 -0.032 -2.260  -0.189
C 0.824 0.500 -1.650  -0.280
C 1.517 -0.280 -0.735  0.293
O 2.694 0.118 -0.167  -0.667
C 0.908 -1.437 -0.265  -0.267
C -0.182 -1.974 -0.877  -0.169
H -3.101 -1.421 -2.183  0.222
H -2.278 -2.892 -2.154  0.217
H -2.212 -1.903 -3.504  0.221
H -0.705 0.649 -3.014  0.213
H 1.291 1.440 -1.921  0.204
H 3.087 0.774 -0.722  0.478
H 1.386 -1.898 0.599  0.223
H -0.691 -2.876 -0.560  0.211
C 0.812 1.678 3.117  -0.619
C -0.643 1.948 2.815  -0.612
H 1.286 1.060 2.349  0.212
H 1.516 2.459 3.404  0.211
H 0.856 1.046 4.029  0.194
H -0.636 2.406 1.807  0.199
H -1.146 2.622 3.500  0.205
H -1.261 1.068 2.638  0.210


Record 3
Here is a cluster of 2 separate species, C9H14O in total from OMol25. Energies are from the ωB97M-V functional and the def2-TZVPD basis.

Values from the calculation:
- Kohn-Sham gap: 9.6972 eV
- E: -426.47687 hartree
- E_LUMO: 0.0309 hartree
- SMILES: Cc1ccccc1.CCO
- ΔE to the lowest compared entry with this formula, charge and spin: 60.2 kcal/mol
- Net charge: 0

Last column: natural (NBO) charge in e.
Geometry (Å):
C -2.146 2.071 0.843  -0.639
C -1.021 1.650 0.035  -0.015
C 0.206 2.232 0.344  -0.220
C 1.241 1.774 -0.441  -0.216
C 1.174 0.865 -1.438  -0.227
C -0.125 0.207 -1.702  -0.198
C -1.211 0.716 -1.035  -0.232
H -1.722 2.357 1.821  0.219
H -2.920 1.188 0.931  0.216
H -2.611 3.051 0.668  0.232
H 0.406 2.927 1.089  0.215
H 2.262 1.968 -0.309  0.206
H 2.073 0.855 -2.057  0.221
H -0.076 -0.627 -2.417  0.222
H -2.311 0.342 -1.140  0.221
C 1.286 -1.669 0.468  -0.666
C 0.418 -2.877 0.199  -0.096
O 0.218 -3.639 1.412  -0.713
H 2.142 -1.771 -0.228  0.219
H 1.705 -1.762 1.461  0.216
H 0.801 -0.632 0.362  0.235
H -0.502 -2.770 -0.336  0.166
H 0.682 -3.538 -0.620  0.179
H 0.032 -2.917 2.090  0.458


Record 4
Here is a cluster of 2 separate species, C9H14O in total from OMol25. Energies are from the ωB97M-V functional and the def2-TZVPD basis.

Values from the calculation:
- Kohn-Sham gap: 9.2146 eV
- E: -426.56177 hartree
- E_LUMO: 0.0320 hartree
- SMILES: Cc1ccc(O)cc1.CC
- ΔE to the lowest compared entry with this formula, charge and spin: 6.9 kcal/mol
- Net charge: 0

Last column: natural (NBO) charge in e.
Geometry (Å):
C -1.405 -0.636 -2.161  -0.624
C -0.857 -0.764 -0.767  -0.061
C -0.902 0.322 0.110  -0.173
C -0.422 0.230 1.399  -0.301
C 0.049 -1.001 1.866  0.308
O 0.507 -1.149 3.142  -0.668
C 0.022 -2.112 1.047  -0.277
C -0.539 -2.002 -0.224  -0.175
H -0.629 -0.171 -2.783  0.215
H -1.648 -1.576 -2.655  0.217
H -2.247 0.046 -2.224  0.215
H -1.355 1.235 -0.251  0.209
H -0.657 0.969 2.153  0.206
H 0.454 -0.310 3.618  0.478
H 0.357 -3.091 1.361  0.225
H -0.642 -2.895 -0.828  0.208
C 1.483 2.741 -0.993  -0.607
C 1.401 2.923 -2.508  -0.604
H 0.622 3.202 -0.507  0.197
H 1.508 1.689 -0.715  0.210
H 2.408 3.144 -0.575  0.202
H 0.591 2.327 -2.920  0.200
H 1.251 3.971 -2.768  0.200
H 2.338 2.638 -2.970  0.202


Record 5
Here is a cluster of 2 separate species, C9H14O in total from OMol25. Energies are from the ωB97M-V functional and the def2-TZVPD basis.

Values from the calculation:
- Kohn-Sham gap: 9.8839 eV
- E: -426.55204 hartree
- E_LUMO: 0.0341 hartree
- SMILES: Cc1ccc(O)cc1.CC
- ΔE to the lowest compared entry with this formula, charge and spin: 13.0 kcal/mol
- Net charge: 0

Last column: natural (NBO) charge in e.
Geometry (Å):
C -0.221 1.710 -0.870  -0.633
C -0.040 0.283 -1.339  -0.034
C -0.595 -0.063 -2.587  -0.192
C -0.544 -1.372 -3.026  -0.253
C 0.078 -2.342 -2.246  0.267
O 0.225 -3.632 -2.775  -0.698
C 0.529 -2.037 -0.988  -0.250
C 0.398 -0.718 -0.513  -0.204
H -1.248 2.017 -0.689  0.223
H 0.222 2.433 -1.566  0.217
H 0.442 1.825 -0.020  0.216
H -1.114 0.657 -3.204  0.212
H -0.876 -1.631 -4.020  0.218
H 0.973 -3.519 -3.372  0.476
H 0.937 -2.826 -0.386  0.223
H 0.665 -0.589 0.527  0.212
C 0.324 0.731 3.882  -0.604
C -0.284 1.752 2.896  -0.606
H 0.845 1.227 4.700  0.203
H -0.409 0.013 4.237  0.205
H 1.079 0.162 3.341  0.195
H -1.249 2.071 3.292  0.202
H -0.481 1.226 1.961  0.202
H 0.344 2.624 2.765  0.205


Record 6
Here is a cluster of 2 separate species, C9H14O in total from OMol25. Energies are from the ωB97M-V functional and the def2-TZVPD basis.

Values from the calculation:
- Kohn-Sham gap: 9.3978 eV
- E: -426.52866 hartree
- E_LUMO: 0.0307 hartree
- SMILES: Cc1ccc(O)cc1.CC
- ΔE to the lowest compared entry with this formula, charge and spin: 27.7 kcal/mol
- Net charge: 0

Last column: natural (NBO) charge in e.
Geometry (Å):
C -0.345 -2.773 -0.942  -0.642
C -0.126 -1.606 0.017  -0.029
C 1.193 -1.329 0.284  -0.193
C 1.521 -0.163 1.041  -0.289
C 0.429 0.643 1.407  0.285
O 0.788 1.799 2.119  -0.693
C -0.912 0.181 1.383  -0.262
C -1.185 -0.978 0.694  -0.197
H 0.459 -2.620 -1.680  0.216
H -0.380 -3.733 -0.435  0.221
H -1.172 -2.722 -1.669  0.220
H 1.978 -1.887 -0.199  0.214
H 2.523 0.305 1.028  0.221
H 1.532 1.489 2.653  0.477
H -1.625 0.697 2.038  0.230
H -2.197 -1.353 0.792  0.222
C -0.702 0.990 -2.323  -0.615
C -0.502 2.486 -2.430  -0.610
H -1.380 0.527 -3.044  0.199
H 0.215 0.432 -2.522  0.203
H -1.110 0.809 -1.322  0.212
H -1.374 3.127 -2.475  0.206
H 0.209 2.670 -3.247  0.198
H 0.006 2.847 -1.557  0.205


Record 7
Here is a cluster of 2 separate species, C9H14O in total from OMol25. Energies are from the ωB97M-V functional and the def2-TZVPD basis.

Values from the calculation:
- Kohn-Sham gap: 9.0188 eV
- E: -426.46887 hartree
- E_LUMO: 0.0277 hartree
- SMILES: Cc1ccc(O)cc1.CC
- ΔE to the lowest compared entry with this formula, charge and spin: 65.2 kcal/mol
- Net charge: 0

Last column: natural (NBO) charge in e.
Geometry (Å):
C -1.865 1.953 -0.473  -0.628
C -1.603 0.513 -0.008  -0.069
C -0.704 -0.191 -0.839  -0.194
C -0.106 -1.414 -0.512  -0.280
C -0.610 -1.874 0.795  0.291
O -0.247 -3.061 1.258  -0.679
C -1.676 -1.263 1.458  -0.282
C -2.242 -0.065 1.041  -0.188
H -2.699 1.985 -1.326  0.218
H -0.930 2.313 -0.955  0.214
H -2.013 2.639 0.386  0.222
H -0.320 0.217 -1.905  0.218
H 0.737 -1.913 -1.004  0.225
H 0.710 -3.157 1.220  0.480
H -2.019 -1.893 2.254  0.225
H -3.245 0.351 1.502  0.230
C 2.190 0.958 0.292  -0.617
C 2.575 0.374 -1.057  -0.611
H 1.206 0.444 0.497  0.211
H 2.891 0.680 1.149  0.205
H 2.023 1.928 0.028  0.204
H 3.538 0.166 -0.959  0.201
H 2.258 0.960 -1.955  0.210
H 2.151 -0.651 -0.888  0.194


Record 8
Here is a cluster of 2 separate species, C9H14O in total from OMol25. Energies are from the ωB97M-V functional and the def2-TZVPD basis.

Values from the calculation:
- Kohn-Sham gap (spin up / spin down): 9.7947 / 6.3263 eV
- 2S+1: 2
- E: -426.22342 hartree
- E_LUMO (spin up / spin down): -0.1572 / -0.2847 hartree
- ΔE to the lowest compared entry with this formula, charge and spin: 33.1 kcal/mol
- Net charge: +1

Last column: Löwdin spin population.
Geometry (Å):
C -3.194 0.863 -0.355  0.000
C -3.125 -0.054 0.867  0.000
H -4.134 1.421 -0.507  0.000
H -2.457 1.646 -0.145  0.000
H -3.152 0.351 -1.316  0.000
H -2.327 -0.778 0.618  0.000
H -3.970 -0.734 0.998  0.000
H -2.900 0.399 1.822  0.000
C 1.190 -2.405 0.723  0.068
C 1.722 1.306 0.669  0.017
C 2.059 1.441 -0.688  0.220
C 1.318 0.025 1.037  0.109
C 1.348 -1.104 0.096  0.244
C 1.969 0.403 -1.641  0.119
C 1.574 -0.854 -1.246  0.049
O 2.795 2.559 -0.919  0.113
H 1.728 2.066 1.428  -0.002
H 0.890 -0.321 1.976  0.002
H 2.019 0.642 -2.689  0.002
H 2.396 3.118 -1.596  0.009
H 0.090 -2.558 0.977  0.038
H 1.543 -2.499 1.741  0.012
H 1.330 -1.649 -1.942  -0.001
H 1.289 -3.282 0.090  0.002


| no. | maximum force (eV/A) |
| --- | --- |
| 1 | 6.39 |
| 2 | 3.11 |
| 3 | 3.47 |
| 4 | 1.48 |
| 5 | 2.20 |
| 6 | 2.41 |
| 7 | 4.74 |
| 8 | 3.57 |